Below is a structure of composition C3H8NO2S, with properties calculated with the ωB97M-V functional and the def2-TZVPD basis.

Element x y z (Å)
1 H 2.780382 -1.835249 -0.172840
2 C 2.615684 -0.753381 -0.107463
3 H -2.775198 0.479865 -1.644902
4 O -3.800862 0.223143 0.570789
5 H 2.928622 -0.273059 -1.033740
6 N -2.093093 0.373834 -0.916010
7 O -1.758444 0.744530 1.301235
8 C 1.157576 -0.435723 0.208678
9 C -2.614557 0.449764 0.369239
10 H -0.769960 1.033290 0.903570
11 S 0.837192 1.356417 0.300573
12 H 0.886394 -0.893607 1.151108
13 H 3.268107 -0.401494 0.699036
14 H 0.527275 -0.873790 -0.558602
15 H -1.189119 0.805459 -1.070672

Forces on atoms 1 to 2 (eV/Å):
-0.0465 -0.0136 -0.1860
0.0552 -0.1208 0.4161

As for the spin multiplicity: 1. The energy above the lowest of the compared OMol25 structures with the same formula, charge and spin is 11.1 kJ/mol. Its total charge is -1.

=====

Below is a cluster of 6 separate species, C33H62BrF2N3O11P in total, with properties calculated with the ωB97M-V functional and the def2-TZVPD basis.

Element x y z (Å)
1 H 0.816187 -7.920601 4.823337
2 O 2.861436 4.162826 1.578410
3 C 5.646094 -2.611469 -4.875465
4 C 1.481100 -8.763531 5.019965
5 H -7.049199 4.458906 1.645138
6 C 3.848426 -1.779544 -3.227560
7 C -0.210189 1.276210 -0.651582
8 O 2.559072 -9.911591 3.240105
9 C 1.566913 2.700680 -1.354596
10 Br 2.387737 1.658241 -2.772943
11 C -5.510401 2.981796 -0.592529
12 H 4.900137 -2.983004 -5.579953
13 O 2.157544 2.023454 2.744320
14 H -3.812493 -5.182129 -1.785761
15 H -6.938743 -3.835290 -3.497405
16 H 0.511109 5.667732 4.396138
17 H -6.244952 0.483763 0.362338
18 N 0.852543 1.013245 0.022180
19 O 5.588340 -3.251092 -2.581268
20 O 0.982238 4.089691 -4.097288
21 C 4.373146 1.953698 -0.039502
22 O 5.148447 -6.385234 1.410256
23 O 0.581246 7.434952 6.153080
24 H -2.094434 -1.237913 -1.704379
25 H -6.589709 5.939432 0.830871
26 C 0.027832 3.925016 -3.438253
27 C 2.488102 -8.901046 3.900627
28 C 1.555232 7.170413 5.492647
29 C -6.432267 4.201019 -0.422698
30 C -3.732439 -4.166565 -2.175403
31 C 2.871039 7.884544 5.684870
32 P 1.656742 3.061438 1.591218
33 C 5.084800 -2.614832 -3.476813
34 C -5.108547 -3.596940 -2.426722
35 H -3.207277 -3.547107 -1.450428
36 O -5.490763 -2.593644 -1.866742
37 C 5.105210 1.880144 1.287049
38 H -7.476288 3.922965 -0.580252
39 H -1.557627 3.531355 -0.385961
40 H -6.342349 -0.363857 -1.217397
41 H 3.557976 -1.873753 -2.183091
42 H -3.164878 -4.199837 -3.107011
43 H 4.855660 -8.013380 -1.192117
44 H -4.665650 3.327575 -1.194048
45 H 4.964616 1.500953 -0.833168
46 H 3.167322 8.382034 4.759686
47 H 6.454187 -8.391035 -0.534199
48 H -4.203522 -0.865914 -0.111872
49 O -2.226656 1.878174 -4.058688
50 H 6.527257 -3.246713 -4.916377
51 H -2.062412 0.850030 0.213665
52 H 2.770811 8.625025 6.474262
53 C -2.117370 -0.148653 -1.746135
54 H -5.744829 3.996109 3.237877
55 H 0.893236 -9.674982 5.098887
56 N -0.411666 2.668051 -2.864388
57 C 5.457648 -8.025248 -0.281987
58 H -1.540382 0.110841 -2.635228
59 C -5.855849 0.432979 -0.657099
60 H 4.192102 2.986188 -0.343697
61 H -7.224328 1.911636 -1.347142
62 C -1.376441 0.359318 -0.485239
63 C -6.139397 1.780200 -1.326268
64 H 1.995685 -8.583175 5.965136
65 F -2.630644 3.176377 -2.333501
66 C 6.158487 -5.571662 -0.586172
67 C -6.320908 4.886870 0.950168
68 H 3.979892 -7.499340 4.537811
69 H 2.233458 5.310670 4.649314
70 C 3.395325 -7.723676 3.643330
71 C -5.980543 -4.340201 -3.404614
72 C -3.581522 0.286814 -1.841357
73 H 1.929959 3.727579 -1.360289
74 H -5.086645 2.687511 0.366713
75 C -0.015206 2.619487 -1.400631
76 H -3.986604 0.846116 0.211615
77 H -4.059697 4.522130 3.261435
78 H -0.979947 -0.501218 0.056736
79 H 5.919755 -1.596195 -5.167474
80 H 4.068314 -7.946630 2.825785
81 N -0.558016 3.599455 -0.527480
82 H 2.594082 4.925361 1.048665
83 H 5.581327 -5.466459 -1.502893
84 H -6.197800 4.945578 -1.185107
85 H 7.180952 -5.846918 -0.850220
86 C 5.550015 -6.632269 0.294150
87 H 4.054542 -0.731730 -3.451702
88 H 6.166683 -4.619116 -0.063350
89 H 3.030579 -2.120705 -3.864905
90 H 0.947218 0.195844 0.615999
91 O -5.007329 4.855091 1.486382
92 C -1.818350 2.519644 -3.165154
93 H 5.710318 0.976350 1.339016
94 H 3.649535 7.169927 5.957351
95 C -4.832165 4.064825 2.642095
96 C 1.510649 6.097233 4.425573
97 H -3.698460 1.303411 -2.210472
98 H 2.805510 -6.842444 3.385392
99 C -4.352243 0.130188 -0.536279
100 F -0.791520 4.940302 -3.131396
101 H 2.372156 1.142292 2.407140
102 H 5.776057 2.735574 1.365721
103 H -5.834712 1.773512 -2.374676
104 H 4.433905 1.904643 2.139592
105 H 1.747336 6.527566 3.450624
106 C 1.959384 1.980460 -0.029744
107 H -5.496904 -4.380778 -4.381980
108 H -0.291255 4.548894 -0.749000
109 H -4.502306 3.048863 2.389317
110 H 5.000768 -8.697969 0.440682
111 H -4.061070 -0.356303 -2.584357
112 O 3.114611 1.224709 -0.042235
113 H -6.143084 -5.362215 -3.059027

Forces on atoms 1 to 2 (eV/Å):
0.0478 0.0578 0.0609
0.4514 -0.5791 -0.4221

As for the spin multiplicity: 1. Its total charge is +1.

=====

Below is the molecule C17H11F6NO2, with properties calculated with the ωB97M-V functional and the def2-TZVPD basis.

Element x y z (Å)
1 C 1.427138 0.184858 3.640686
2 C -3.280934 -0.994245 -3.158166
3 C -1.764072 0.928985 -3.423992
4 H 0.911781 1.920275 -1.451806
5 C -0.093822 2.820005 -3.793100
6 C 2.065992 -1.934336 2.710574
7 C 2.701283 -0.522888 3.233747
8 H -2.354741 1.115112 -4.261748
9 H 2.580200 -2.723958 2.232805
10 H 3.330434 -0.522349 4.074635
11 F -3.036568 -1.435647 -4.425831
12 F -0.816507 3.120992 -4.905213
13 H 1.097311 -3.108417 4.433801
14 F -4.409085 -0.238193 -3.272193
15 H 1.555913 1.158018 3.968193
16 H 1.375968 -2.830127 -0.187042
17 C -0.513960 0.362653 -0.915917
18 C 0.892530 -0.928053 4.573368
19 H 3.238529 -0.040790 2.442272
20 F -0.010618 3.919173 -3.116703
21 N -0.034432 0.032959 0.307815
22 C 1.087979 -1.213693 1.736818
23 C 1.282468 -2.147185 3.979412
24 O 0.962607 -2.035371 -0.505492
25 O -0.357064 2.238891 1.493002
26 C 0.008973 1.351066 -1.748451
27 C 0.735517 -1.118768 0.498245
28 H -1.922757 -1.349021 -0.895601
29 F -3.656110 -2.020914 -2.279596
30 F 1.177129 2.428303 -4.105319
31 H -0.982283 2.308058 0.774424
32 C -1.564339 -0.385151 -1.370963
33 H 0.439318 -0.744671 5.529739
34 C -0.002503 0.864934 1.438911
35 C -0.617783 1.682999 -3.016916
36 C 0.728762 0.025651 2.338892
37 C -2.182254 -0.169156 -2.573290

Forces on atoms 1 to 2 (eV/Å):
-0.7681 -2.9174 -0.6286
-1.6970 -0.4257 0.9669

Its SMILES is Oc1c2c(c(O)n1-c1cc(C(F)(F)F)cc(C(F)(F)F)c1)[C@H]1C=C[C@@H]2C1. As for the spin multiplicity: 1. Its total charge is 0.

=====

Number 1: HOMO energy -3.761 eV, gap between HOMO and LUMO 7.630 eV, largest force on an atom 0.7 eV/A. Number 2: HOMO energy -10.494 eV, gap between HOMO and LUMO 6.304 eV, largest force on an atom 1.4 eV/A. Number 3: HOMO energy -7.552 eV, gap between HOMO and LUMO 7.594 eV, largest force on an atom 4.4 eV/A.